Computed, not measured: the molecule C7H10N4 in a non-equilibrium geometry, with wB97M-V/def2-TZVPD.

Each line ends with the natural charge from an NBO analysis.
Positions of all 21 atoms, in Å:
H -1.6440 0.4184 0.0250  0.20
N -1.8901 -1.9727 -3.2763  -0.06
C -0.1242 -0.8472 0.6823  -0.43
C 0.9355 0.0845 0.1985  -0.09
C -0.3152 -1.0976 -2.2073  0.36
H -0.2776 1.8569 1.8905  0.21
H 2.5748 1.0311 0.9251  0.22
H -2.3593 -1.2351 0.5755  0.24
H 2.1210 0.5208 -1.5733  0.20
C 0.7790 2.1498 1.6250  -0.61
N -0.5675 -1.7178 -3.2846  -0.39
H 1.0004 2.5825 2.6389  0.22
H 0.1217 -1.9235 0.3371  0.25
C -1.5750 -0.6590 -0.0747  -0.20
N -2.4142 -1.6346 -2.1949  -0.05
N -1.4569 -1.0313 -1.4477  -0.30
C 1.2852 0.1954 -1.0615  -0.01
H 1.0475 2.8266 0.8974  0.22
H 1.6076 0.3227 2.3281  0.21
C 1.5928 0.8919 1.2577  -0.41
H -0.4415 -0.7620 1.7391  0.23

## Properties
molecular weight	150.19	u
energy above the lowest of the compared OMol25 structures with the same formula, charge and spin	162.4	kcal per mole
net charge	0
DFT total energy	-491.51537	Ha
Kohn-Sham gap (alpha / beta)	9.554 / 9.554	eV